Record 1
The following is a DFT calculation (ωB97M-V/def2-TZVPD) of C5H11N2P in the gas phase.

Structure (XYZ):
```
19
Properties=species:S:1:pos:R:3:forces:R:3:nbo_charge:R:1
C -0.272739 -1.027607 -0.937756 -1.4 -0.4 -0.9 -0.22
C -0.462006 1.021459 -0.344897 1.0 0.6 -0.1 -0.22
C 0.635312 -0.033594 -0.183610 2.7 0.4 0.8 -0.06
C 1.959926 0.412492 -0.848351 -2.8 -0.5 0.2 -0.60
C 0.957662 -0.467597 1.231695 -0.8 2.0 1.2 -0.60
N -3.004079 0.429589 1.297242 -1.3 -0.1 0.4 -1.19
N -1.401489 -0.023147 -0.678566 -0.8 -1.7 -0.3 -0.77
P -2.738428 -0.603897 0.161039 0.7 0.5 -0.3 1.20
H -0.095269 -0.954088 -2.077950 0.0 -0.9 1.8 0.21
H -0.527057 -2.111337 -0.488085 1.0 2.4 -1.3 0.21
H -0.789409 1.625358 0.511230 0.3 0.0 -0.3 0.23
H -0.055308 1.626249 -1.218405 -1.5 -0.2 0.8 0.19
H 2.196326 1.367658 -0.543017 0.4 2.3 1.2 0.21
H 1.741950 0.558395 -1.858135 0.2 -0.2 -2.1 0.20
H 2.802273 -0.146018 -0.649220 1.6 -1.8 0.1 0.21
H 1.326665 0.301597 2.023253 -0.5 -1.0 -1.8 0.22
H 1.586538 -1.296210 1.243643 1.5 -1.3 -0.1 0.21
H 0.050655 -0.851831 1.606235 -1.3 -0.4 1.0 0.20
H -3.911528 0.172520 1.753648 1.0 0.4 -0.3 0.37
```
Positions in Å, forces in eV/Å.

Results
HOMO: -0.329 Ha
spin multiplicity: 1
strongest force on any atom: 0.0561 hartree/bohr
lowest unoccupied orbital energy: 0.7 eV
HOMO-LUMO gap: 0.3528 Ha
energy relative to the best compared isomer or geometry (same formula, charge and spin): 31.94 kcal per mole
SMILES: [H]/N=P/N1CC(C)(C)C1



Record 2
The following is a DFT calculation (ωB97M-V/def2-TZVPD) of a gas-phase ion, C5H11N2S (charge +1).

Structure (XYZ):
```
19
Properties=species:S:1:pos:R:3:forces:R:3:nbo_charge:R:1
C 1.151706 0.590771 0.238685 1.7 0.0 -4.2 0.35
C -1.599946 -0.604377 0.522376 -1.8 1.6 -1.1 -0.40
C -1.295122 -0.211036 -0.947096 1.9 3.2 2.2 -0.51
C -0.859978 0.286148 1.561986 -0.6 0.0 -1.8 -0.22
C -0.023267 -0.578868 -1.623240 2.9 -0.1 1.3 -0.09
N 0.610690 0.516804 1.343407 -4.1 -0.4 6.9 -0.58
N 2.352734 1.114957 0.119786 1.7 0.7 -1.7 -0.80
S 0.727794 -2.159383 -1.399540 -0.1 0.4 -1.2 0.17
H -2.784344 -0.577126 0.632530 2.6 0.3 0.1 0.26
H -1.350653 -1.607999 0.551205 0.6 -2.2 1.0 0.22
H -2.058041 -0.372467 -1.612664 -2.2 -0.6 -1.6 0.25
H -1.154331 0.907110 -0.819633 -0.6 -1.0 -1.0 0.24
H -1.207179 1.329130 1.576272 -0.7 -0.5 -0.1 0.21
H -1.065277 -0.137308 2.522133 0.4 -0.2 0.7 0.23
H 0.358805 0.094762 -2.438611 -0.5 -0.9 0.8 0.26
H 0.845739 0.950504 2.292326 1.1 -0.5 -2.0 0.40
H 2.672847 1.164978 -0.844584 0.2 0.0 0.5 0.40
H 2.980575 1.631603 0.763993 -1.1 -0.7 0.0 0.41
H 1.697246 -2.338203 -2.439330 -1.4 0.9 1.1 0.20
```
Positions in Å, forces in eV/Å.

Results
HOMO (alpha / beta): -0.470 / -0.470 Ha
spin multiplicity: 1
strongest force on any atom: 0.1560 hartree/bohr
lowest unoccupied orbital energy (alpha / beta): -4.7 / -4.7 eV
HOMO-LUMO gap (alpha / beta): 0.2974 / 0.2974 Ha
energy relative to the best compared isomer or geometry (same formula, charge and spin): 91.06 kcal per mole
total charge: +1



Record 3
The following is a DFT calculation (ωB97M-V/def2-TZVPD) of a molecular structure, C5H11N2S.

Structure (XYZ):
```
19
Properties=species:S:1:pos:R:3:forces:R:3:nbo_charge:R:1
C -1.219722 0.035962 -0.390797 1.2 0.2 3.0 -0.21
C -1.166437 -1.094525 0.711479 0.6 0.8 -0.5 -0.22
C 2.432718 -0.236005 -1.199180 -2.1 -2.5 4.6 -0.49
C 0.920759 -0.216778 0.023563 6.0 0.5 -1.1 0.19
C 0.248796 2.163794 0.191623 0.4 2.8 0.9 -0.45
N 0.018343 0.754836 -0.100013 -1.8 1.0 0.5 -0.49
N 0.288008 -1.516370 0.423011 -0.5 -0.1 0.4 -0.55
S 2.548461 0.115263 0.644614 -0.2 -0.2 -1.3 0.23
H -0.958666 -0.383074 -1.314021 -1.2 -0.9 -1.9 0.21
H -2.082426 0.623433 -0.253936 -1.0 0.7 -0.5 0.25
H -1.106587 -0.701534 1.774889 -0.6 -0.4 -1.5 0.24
H -1.917367 -1.869181 0.509441 0.6 -0.1 0.4 0.25
H 2.920690 -1.166458 -1.451899 -0.3 -0.1 -0.1 0.22
H 2.527824 0.558485 -1.835224 -0.1 2.1 -1.3 0.21
H 0.739224 2.801791 -0.678750 -0.3 -1.8 1.8 0.23
H -0.674464 2.808750 0.345346 0.4 -1.6 -0.3 0.24
H 0.781799 2.321522 1.239629 -0.6 -0.5 -2.5 0.24
H 0.785851 -1.976378 1.199171 -0.2 0.6 0.0 0.46
H 0.381766 -2.169025 -0.335963 -0.3 -0.4 -0.7 0.44
```
Positions in Å, forces in eV/Å.

Results
HOMO: -0.449 Ha
spin multiplicity: 1
strongest force on any atom: 0.1199 hartree/bohr
lowest unoccupied orbital energy: -3.2 eV
HOMO-LUMO gap: 0.3313 Ha
energy relative to the best compared isomer or geometry (same formula, charge and spin): 100.70 kcal per mole
total charge: +1



Record 4
The following is a DFT calculation (ωB97M-V/def2-TZVPD) of a gas-phase ion, C5H11N2S (charge +1).

Structure (XYZ):
```
19
Properties=species:S:1:pos:R:3:forces:R:3:nbo_charge:R:1
C 2.002141 -0.447330 0.001676 0.2 0.3 0.1 0.05
C 1.004464 -0.511543 -1.154921 0.9 0.2 -0.2 -0.33
C -1.018748 0.336177 -0.077295 0.1 -0.4 -0.2 0.53
C -0.384184 1.619080 0.247072 0.2 0.4 0.1 -0.73
C -2.422141 0.103982 0.299351 -0.3 -0.3 0.1 -0.69
N 1.812025 -1.334928 0.990887 -0.2 -0.1 -0.1 -0.78
N -0.366268 -0.595294 -0.708496 -0.9 0.0 0.3 -0.45
S 3.174903 0.685251 0.010980 0.0 -0.1 -0.1 -0.02
H 1.146321 0.381204 -1.769675 0.0 -0.2 0.1 0.26
H 1.227902 -1.386432 -1.771338 -0.1 0.1 0.1 0.26
H -0.048561 2.130501 -0.657437 0.0 0.0 -0.1 0.28
H 0.518917 1.466420 0.843343 0.0 0.0 0.0 0.29
H -1.059193 2.274910 0.787956 -0.1 -0.1 0.0 0.26
H -2.570941 0.308323 1.360315 0.1 0.0 0.0 0.28
H -2.764567 -0.904587 0.075889 0.0 0.0 0.0 0.24
H -3.057136 0.813598 -0.233948 0.0 0.1 -0.1 0.28
H 2.481790 -1.362318 1.744708 0.0 0.0 0.0 0.43
H -0.852174 -1.467342 -0.893235 -0.1 0.2 0.0 0.43
H 1.175455 -2.109668 0.904160 0.0 -0.1 0.0 0.39
```
Positions in Å, forces in eV/Å.

Results
HOMO: -0.450 Ha
spin multiplicity: 1
strongest force on any atom: 0.0190 hartree/bohr
lowest unoccupied orbital energy: -4.4 eV
HOMO-LUMO gap: 0.2880 Ha
energy relative to the best compared isomer or geometry (same formula, charge and spin): 8.65 kcal per mole
SMILES: CC(C)=[NH+]CC(N)=S
total charge: +1



Record 5
The following is a DFT calculation (ωB97M-V/def2-TZVPD) of a molecular structure, C5H11N2S.

Structure (XYZ):
```
19
Properties=species:S:1:pos:R:3:forces:R:3:nbo_charge:R:1
C -0.224455 -1.035875 -0.918885 2.1 3.8 -2.4 0.59
C 1.022703 0.375553 0.532070 0.7 0.6 -0.1 -0.21
C 0.797191 1.511289 -0.471761 -0.4 -0.2 -0.2 -0.37
C -0.466981 2.308324 -0.185283 0.1 0.0 0.0 -0.63
C -0.186312 -1.585762 1.437004 -0.2 -0.3 0.4 -0.42
N 0.135185 -0.762230 0.281597 -0.3 -0.2 0.0 -0.41
N -0.914264 -1.967425 -1.491973 -0.4 -0.7 0.1 -0.78
S 0.766503 0.777923 -2.136242 -1.5 -3.0 2.1 0.24
H 2.057311 0.020880 0.475857 -0.1 0.0 0.1 0.23
H 0.835055 0.744214 1.542738 0.0 -0.1 0.0 0.23
H 1.670940 2.169213 -0.450029 0.1 -0.1 0.0 0.27
H -1.343047 1.662558 -0.186559 -0.1 0.0 0.0 0.21
H -0.609083 3.076390 -0.940630 0.0 0.0 0.0 0.24
H -0.390353 2.799771 0.782681 0.0 0.0 0.1 0.23
H -0.803773 -1.019789 2.135600 0.0 0.0 -0.1 0.24
H -0.725901 -2.478749 1.132046 0.0 0.0 0.0 0.21
H 0.733990 -1.886380 1.938276 0.0 0.0 -0.1 0.24
H -1.286863 -2.767379 -0.988120 0.1 0.1 -0.1 0.43
H -1.067847 -1.942528 -2.488385 0.0 0.1 0.0 0.45
```
Positions in Å, forces in eV/Å.

Results
HOMO: -0.493 Ha
spin multiplicity: 1
strongest force on any atom: 0.0966 hartree/bohr
lowest unoccupied orbital energy: -5.2 eV
HOMO-LUMO gap: 0.3034 Ha
energy relative to the best compared isomer or geometry (same formula, charge and spin): 39.61 kcal per mole
total charge: +1



Record 6
The following is a DFT calculation (ωB97M-V/def2-TZVPD) of a gas-phase ion, C5H11N2S (charge +1).

Structure (XYZ):
```
19
Properties=species:S:1:pos:R:3:forces:R:3:nbo_charge:R:1
C 1.140754 -0.941025 0.006082 -0.5 1.5 -1.7 0.56
C 0.004914 1.010542 0.947015 -0.6 -2.5 1.5 -0.43
C 0.882356 0.237743 1.951897 -1.2 0.9 1.1 -0.22
C 0.077816 0.162883 -0.267352 -0.6 -3.5 -0.3 -0.37
C -2.012113 -0.151231 -2.152465 2.6 2.3 1.3 -0.71
N 1.586161 -0.779849 1.194033 0.9 -1.9 4.0 -0.52
N 1.626652 -1.817043 -0.839337 0.4 -1.2 0.6 -0.73
S -1.430489 -0.873559 -0.595372 -0.4 -0.7 0.6 0.20
H -1.015194 0.954788 1.391337 0.7 1.1 -0.8 0.26
H 0.423416 1.907914 0.657294 0.3 2.4 0.2 0.24
H 1.594595 0.883144 2.448619 0.1 0.0 0.3 0.23
H 0.136706 -0.172365 2.672115 1.2 -0.2 -0.1 0.22
H 0.407439 0.727484 -1.071216 0.2 0.8 -2.1 0.25
H -2.846735 -0.536316 -2.672869 -0.8 -0.8 0.0 0.26
H -1.061475 -0.242116 -2.695238 -0.9 0.4 -0.8 0.21
H -2.152530 0.904753 -1.801317 -0.3 -0.7 -1.2 0.23
H 2.070635 -1.526837 1.807632 -0.7 1.6 -1.8 0.44
H 1.276833 -1.804279 -1.819572 0.6 -0.7 1.3 0.45
H 2.214487 -2.565585 -0.340165 -1.1 1.2 -2.2 0.44
```
Positions in Å, forces in eV/Å.

Results
HOMO: -0.462 Ha
spin multiplicity: 1
strongest force on any atom: 0.0881 hartree/bohr
lowest unoccupied orbital energy: -3.2 eV
HOMO-LUMO gap: 0.3446 Ha
energy relative to the best compared isomer or geometry (same formula, charge and spin): 26.60 kcal per mole
SMILES: CS[C@H]1CCNC1=[NH2+]
total charge: +1